Entry 1:
16
Properties=species:S:1:pos:R:3 method="wB97M-V/def2-TZVPD" multiplicity=1 e_homo_ev=-8.149 mol_weight_g_mol=118.28 largest_force_ha_per_bohr=0.0967 lumo_energy_ev=0.4 total_charge=0 de_lowest_kcal_mol=78.09 e_tot_ev=-21072.4877
C -1.581 0.484 -0.269
C -0.801 -0.194 0.500
C -3.116 0.444 -0.348
O 1.849 1.112 -1.090
Si 2.870 -1.581 0.377
Si 1.819 0.502 0.443
H -1.097 1.138 -1.024
H -1.199 -0.954 1.309
H -3.641 0.005 0.507
H -3.549 -0.025 -1.203
H -3.336 1.514 -0.381
H 1.058 1.535 -1.275
H 1.905 -2.230 -0.552
H 2.835 -1.663 1.759
H 4.195 -1.615 -0.227
H 1.788 1.527 1.475



Entry 2:
14
Properties=species:S:1:pos:R:3 method="wB97M-V/def2-TZVPD" multiplicity=1 e_homo_ev=-3.030 mol_weight_g_mol=77.09 largest_force_ha_per_bohr=0.0571 lumo_energy_ev=4.6 total_charge=-1 e_tot_ev=-12556.5881
C 2.087 -0.346 0.417
C 1.160 0.669 0.330
C 0.140 0.539 -0.723
P -1.471 -0.272 0.053
H 2.167 -0.976 1.303
H 2.701 -0.503 -0.468
H 1.197 1.543 0.980
H -0.052 1.493 -1.246
H 0.503 -0.174 -1.478
H -0.740 -1.558 0.097
H -1.933 -0.518 -1.322
H -2.126 1.040 0.056
H -0.953 -0.030 1.420
H -2.680 -0.907 0.580



Entry 3:
15
Properties=species:S:1:pos:R:3 method="wB97M-V/def2-TZVPD" multiplicity=3 e_homo_ev="-4.478 / -9.732" mol_weight_g_mol=108.06 largest_force_ha_per_bohr=0.0580 lumo_energy_ev="0.9 / -1.0" total_charge=0 de_lowest_kcal_mol=0.87 s2=2.009 e_tot_ev=-21845.6424
C 1.455 -0.766 -0.682
C -0.676 0.223 -1.584
C -0.055 -0.704 -0.558
P -0.652 -0.402 1.050
P -0.784 1.310 2.552
H 1.940 0.213 -0.624
H 1.702 -1.186 -1.656
H 1.887 -1.409 0.087
H -0.403 -0.113 -2.584
H -1.765 0.224 -1.500
H -0.331 1.258 -1.488
H -1.992 -0.737 0.982
H -0.174 -1.430 1.842
H -0.756 2.214 1.495
H 0.603 1.304 2.668



Entry 4:
14
Properties=species:S:1:pos:R:3 method="wB97M-V/def2-TZVPD" multiplicity=1 e_homo_ev=-9.048 mol_weight_g_mol=78.18 largest_force_ha_per_bohr=0.0291 lumo_energy_ev=0.9 total_charge=0 de_lowest_kcal_mol=10.85 smiles=CCS.C e_tot_ev=-14107.8661
C 0.780 -1.059 -0.466
C 1.199 -2.382 0.090
S 3.027 -2.537 0.159
H 1.117 -0.821 -1.478
H 1.155 -0.248 0.139
H -0.300 -0.904 -0.453
H 0.973 -2.602 1.136
H 0.658 -3.247 -0.308
H 3.292 -3.479 -0.753
C -2.358 3.447 0.384
H -2.148 2.491 -0.079
H -2.263 3.276 1.456
H -3.365 3.762 0.101
H -1.768 4.303 0.073



Entry 5:
14
Properties=species:S:1:pos:R:3 method="wB97M-V/def2-TZVPD" multiplicity=1 e_homo_ev=-8.498 mol_weight_g_mol=78.18 largest_force_ha_per_bohr=0.0497 lumo_energy_ev=0.9 total_charge=0 de_lowest_kcal_mol=12.78 smiles=CSC.C e_tot_ev=-14107.7821
C -2.385 -1.054 -1.012
S -1.083 -1.224 0.226
C -0.651 0.507 0.570
H -2.071 -0.408 -1.832
H -2.458 -2.031 -1.497
H -3.341 -0.829 -0.535
H 0.135 0.388 1.300
H -1.456 1.080 1.022
H -0.361 0.938 -0.381
C 4.527 2.299 0.128
H 4.221 1.825 -0.822
H 5.013 1.510 0.690
H 4.896 3.251 -0.246
H 3.587 2.549 0.626



Entry 6:
14
Properties=species:S:1:pos:R:3 method="wB97M-V/def2-TZVPD" multiplicity=1 e_homo_ev=-9.039 mol_weight_g_mol=78.18 largest_force_ha_per_bohr=0.0194 lumo_energy_ev=1.0 total_charge=0 de_lowest_kcal_mol=4.13 smiles=CCS.C e_tot_ev=-14108.1573
C 1.187 0.455 -0.462
C 1.974 -0.555 0.370
S 3.300 0.205 1.365
H 1.818 1.087 -1.087
H 0.613 1.139 0.165
H 0.490 -0.078 -1.097
H 1.298 -1.002 1.088
H 2.334 -1.341 -0.279
H 3.187 1.432 0.843
C -3.211 -0.251 -0.178
H -3.739 -0.681 0.667
H -3.426 0.807 -0.159
H -3.668 -0.704 -1.067
H -2.156 -0.513 -0.168



Entry 7:
15
Properties=species:S:1:pos:R:3 method="wB97M-V/def2-TZVPD" multiplicity=1 e_homo_ev=-8.502 mol_weight_g_mol=110.25 largest_force_ha_per_bohr=0.0118 lumo_energy_ev=0.9 total_charge=0 de_lowest_kcal_mol=9.93 smiles=CSC.CS e_tot_ev=-24943.2659
C 1.162 -1.278 0.110
S 0.403 -1.003 -1.491
C -1.237 -1.716 -1.196
H 0.977 -0.477 0.818
H 0.783 -2.207 0.533
H 2.228 -1.436 -0.024
H -1.854 -1.476 -2.058
H -1.649 -1.276 -0.290
H -1.185 -2.803 -1.124
C -0.378 2.054 0.799
S 1.423 2.107 0.842
H -0.630 1.080 0.384
H -0.787 2.774 0.096
H -0.835 2.223 1.768
H 1.580 3.435 0.834



Entry 8:
15
Properties=species:S:1:pos:R:3 method="wB97M-V/def2-TZVPD" multiplicity=1 e_homo_ev=-9.446 mol_weight_g_mol=110.25 largest_force_ha_per_bohr=0.0524 lumo_energy_ev=0.0 total_charge=0 de_lowest_kcal_mol=22.72 smiles=CCC.SS e_tot_ev=-24942.7114
C 1.547 1.024 -1.225
C 0.897 0.804 0.151
C 1.299 -0.507 0.740
H 2.678 0.731 -1.167
H 1.265 2.072 -1.621
H 1.085 0.292 -1.897
H -0.208 0.588 -0.003
H 1.141 1.645 0.875
H 0.803 -0.649 1.731
H 1.173 -1.356 0.037
H 2.441 -0.599 0.738
S -3.537 -2.175 0.057
S -3.482 -0.408 1.288
H -4.680 -1.764 -0.526
H -2.423 0.302 0.821



Entry 9:
15
Properties=species:S:1:pos:R:3 method="wB97M-V/def2-TZVPD" multiplicity=1 e_homo_ev=-9.280 mol_weight_g_mol=110.25 largest_force_ha_per_bohr=0.0817 lumo_energy_ev=0.5 total_charge=0 de_lowest_kcal_mol=32.62 smiles=CCC.SS e_tot_ev=-24942.2819
C -2.539 -1.587 -0.107
C -1.409 -1.171 -0.906
C -0.073 -2.085 -0.546
H -3.033 -2.486 -0.485
H -3.316 -0.916 0.077
H -2.193 -1.921 0.888
H -1.210 -0.047 -0.648
H -1.687 -1.297 -1.990
H 0.568 -2.209 -1.408
H 0.510 -1.897 0.327
H -0.514 -3.047 -0.351
S 4.714 4.735 0.718
S 3.058 4.042 1.487
H 5.097 5.224 1.834
H 2.028 4.663 1.110



Entry 10:
19
Properties=species:S:1:pos:R:3 method="wB97M-V/def2-TZVPD" multiplicity=1 e_homo_ev=-8.320 mol_weight_g_mol=155.57 largest_force_ha_per_bohr=0.0393 lumo_energy_ev=0.8 total_charge=0 smiles=CP(Cl)CC(N)(N)N e_tot_ev=-29571.3273
C -2.454 -1.550 1.224
P -1.607 0.115 1.067
Cl -0.449 0.227 2.811
C -0.530 -0.154 -0.445
C 0.775 0.662 -0.491
N 1.381 0.335 -1.834
N 1.728 0.309 0.556
N 0.523 2.105 -0.515
H -3.261 -1.672 0.497
H -1.683 -2.324 1.039
H -2.798 -1.733 2.247
H -1.118 0.153 -1.320
H -0.347 -1.242 -0.540
H 1.198 -0.652 -1.967
H 2.375 0.505 -1.812
H 1.720 -0.690 0.683
H 2.648 0.658 0.347
H 1.294 2.579 -0.060
H 0.605 2.370 -1.488



Entry 11:
15
Properties=species:S:1:pos:R:3 method="wB97M-V/def2-TZVPD" multiplicity=1 e_homo_ev=-8.770 mol_weight_g_mol=61.13 largest_force_ha_per_bohr=0.0079 lumo_energy_ev=1.1 total_charge=0 de_lowest_kcal_mol=11.87 smiles=CNC.C e_tot_ev=-4778.9811
C 1.299 -1.400 -0.485
N 0.060 -0.659 -0.354
C -1.080 -1.546 -0.229
H 1.502 -1.914 0.455
H 1.277 -2.103 -1.323
H 2.131 -0.723 -0.668
H -0.060 -0.024 -1.132
H -1.075 -2.344 -0.991
H -2.007 -0.985 -0.339
H -1.028 -2.025 0.747
C -0.204 2.755 0.858
H -0.222 3.561 1.582
H -0.524 3.131 -0.112
H -0.866 1.944 1.170
H 0.798 2.333 0.820



Entry 12:
15
Properties=species:S:1:pos:R:3 method="wB97M-V/def2-TZVPD" multiplicity=2 e_homo_ev="-13.640 / -13.640" mol_weight_g_mol=61.13 largest_force_ha_per_bohr=0.0525 lumo_energy_ev="-4.1 / -9.3" total_charge=+1 de_lowest_kcal_mol=0.55 s2=0.754 e_tot_ev=-4769.8046
C -0.889 -1.892 2.537
C -1.893 -0.754 2.589
H -1.127 -2.652 1.799
H -0.764 -2.446 3.474
H 0.106 -1.458 2.406
H -2.830 -1.044 3.061
H -1.457 0.117 3.073
H -2.180 -0.460 1.574
C 1.860 1.450 -2.381
N 1.400 1.604 -3.751
H 1.018 1.515 -1.673
H 2.475 2.350 -2.258
H 2.372 0.501 -2.275
H 1.093 0.739 -4.226
H 0.814 2.430 -3.950



Entry 13:
16
Properties=species:S:1:pos:R:3 method="wB97M-V/def2-TZVPD" multiplicity=1 e_homo_ev=-13.248 mol_weight_g_mol=75.13 largest_force_ha_per_bohr=0.0164 lumo_energy_ev=-5.9 total_charge=+1 de_lowest_kcal_mol=46.01 e_tot_ev=-6261.5862
C 0.890 1.852 1.490
C 0.567 0.631 0.668
N 1.423 0.590 -0.522
H 0.710 2.792 0.964
H 0.387 1.879 2.453
H 1.969 1.871 1.652
H 0.783 -0.293 1.221
H -0.521 0.587 0.475
H 1.391 -0.288 -1.024
H 1.246 1.355 -1.162
C -1.909 -2.257 -1.260
N -1.025 -1.429 -0.872
H -2.429 -2.077 -2.190
H -2.114 -3.101 -0.615
H -0.542 -1.592 0.009
H -0.827 -0.520 -1.288



Entry 14:
16
Properties=species:S:1:pos:R:3 method="wB97M-V/def2-TZVPD" multiplicity=1 e_homo_ev=-13.332 mol_weight_g_mol=75.13 largest_force_ha_per_bohr=0.0153 lumo_energy_ev=-3.3 total_charge=+1 de_lowest_kcal_mol=20.16 e_tot_ev=-6262.7072
C 1.071 -1.098 -1.935
N -0.076 -1.451 -1.057
H 1.628 -1.990 -2.194
H 0.721 -0.595 -2.807
H 1.716 -0.401 -1.422
H 0.223 -2.111 -0.339
H -0.812 -1.893 -1.601
H -0.475 -0.591 -0.523
C 0.167 0.684 2.232
C -0.155 1.434 1.195
N -0.958 0.879 0.128
H -0.184 -0.343 2.295
H 0.721 1.019 3.094
H 0.177 2.451 1.044
H -1.074 1.526 -0.643
H -1.899 0.687 0.465



Entry 15:
16
Properties=species:S:1:pos:R:3 method="wB97M-V/def2-TZVPD" multiplicity=1 e_homo_ev=-13.502 mol_weight_g_mol=75.13 largest_force_ha_per_bohr=0.0255 lumo_energy_ev=-3.7 total_charge=+1 de_lowest_kcal_mol=20.75 smiles=NCCC[NH3+] e_tot_ev=-6262.6816
N 0.079 1.872 0.260
C -0.904 0.982 -0.397
C -0.204 -0.220 -1.047
C 0.936 -0.742 -0.186
N 0.329 -1.457 1.022
H 0.153 2.737 -0.229
H -0.128 2.071 1.231
H -1.417 1.646 -1.095
H -1.689 0.621 0.249
H -0.868 -1.066 -1.245
H 0.319 -0.004 -1.972
H 1.606 0.019 0.180
H 1.469 -1.524 -0.709
H -0.652 -1.522 0.747
H 0.643 -2.403 1.253
H 0.327 -1.010 1.940



Entry 16:
16
Properties=species:S:1:pos:R:3 method="wB97M-V/def2-TZVPD" multiplicity=2 e_homo_ev="-19.505 / -19.385" mol_weight_g_mol=75.13 largest_force_ha_per_bohr=0.0722 lumo_energy_ev="-10.1 / -14.2" total_charge=+2 de_lowest_kcal_mol=48.88 s2=0.752 e_tot_ev=-6248.3317
N 0.239 -1.070 2.021
H -0.731 -1.333 0.208
H 1.051 -0.674 1.631
H 0.062 -0.342 2.699
H 0.543 -1.821 2.635
N -1.075 -1.117 -0.694
C -0.135 -0.019 -1.286
C 0.978 2.006 -0.436
C -0.128 1.220 -0.472
H -1.146 -1.908 -1.298
H -1.993 -0.716 -0.655
H -0.502 0.209 -2.295
H 0.890 -0.444 -1.310
H 1.114 2.942 0.047
H 1.855 1.573 -0.852
H -1.022 1.493 0.056



Entry 17:
17
Properties=species:S:1:pos:R:3 method="wB97M-V/def2-TZVPD" multiplicity=1 e_homo_ev=-14.973 mol_weight_g_mol=91.13 largest_force_ha_per_bohr=0.0199 lumo_energy_ev=-3.1 total_charge=+1 de_lowest_kcal_mol=10.66 e_tot_ev=-8311.3299
C 0.461 -2.079 -0.517
C -0.625 -1.321 0.277
N 0.371 2.001 1.455
C -0.295 1.002 0.921
N -0.024 -0.263 1.087
H 1.267 -2.340 0.153
H 0.819 -1.469 -1.340
H 0.040 -2.977 -0.959
H -1.156 -2.027 0.905
H -1.348 -0.838 -0.374
H 0.983 1.887 2.250
H 0.048 2.936 1.262
H -1.066 1.209 0.195
H 0.663 -0.503 1.791
H -0.501 2.174 -2.614
H 0.506 1.063 -2.519
O -0.142 1.545 -1.973



Entry 18:
17
Properties=species:S:1:pos:R:3 method="wB97M-V/def2-TZVPD" multiplicity=1 e_homo_ev=-14.824 mol_weight_g_mol=91.13 largest_force_ha_per_bohr=0.0183 lumo_energy_ev=-3.9 total_charge=+1 de_lowest_kcal_mol=24.37 e_tot_ev=-8310.7353
C 0.540 -2.424 1.046
C 0.361 -1.005 1.549
N 0.736 0.052 0.592
C 0.649 -0.105 -0.720
N 0.444 0.904 -1.507
H 1.402 -2.605 0.407
H 0.583 -3.088 1.897
H -0.307 -2.656 0.397
H -0.678 -0.912 1.859
H 0.937 -0.816 2.440
H 1.308 0.774 1.004
H 0.824 -1.083 -1.160
H 0.124 1.759 -1.070
H 0.508 0.872 -2.514
H -2.364 3.074 -0.469
H -2.988 1.695 -0.531
O -2.217 2.189 -0.834



Entry 19:
17
Properties=species:S:1:pos:R:3 method="wB97M-V/def2-TZVPD" multiplicity=1 e_homo_ev=-14.391 mol_weight_g_mol=91.13 largest_force_ha_per_bohr=0.0396 lumo_energy_ev=-3.8 total_charge=+1 de_lowest_kcal_mol=27.12 e_tot_ev=-8310.6162
C -2.844 0.376 -0.239
C -1.437 0.497 0.412
N 1.738 0.887 -1.286
C 0.816 0.687 -0.354
N -0.390 0.250 -0.579
H -2.946 1.334 -0.740
H -2.776 -0.389 -1.016
H -3.659 0.117 0.422
H -1.359 1.514 0.786
H -1.352 -0.119 1.312
H 1.590 0.476 -2.205
H 2.488 1.556 -1.217
H 1.094 1.076 0.619
H -0.597 -0.220 -1.446
H 2.608 -2.621 2.308
H 3.819 -3.071 1.600
O 3.206 -2.351 1.624



Entry 20:
17
Properties=species:S:1:pos:R:3 method="wB97M-V/def2-TZVPD" multiplicity=1 e_homo_ev=-13.759 mol_weight_g_mol=91.13 largest_force_ha_per_bohr=0.0610 lumo_energy_ev=-3.3 total_charge=+1 de_lowest_kcal_mol=29.77 e_tot_ev=-8310.5014
C -1.521 1.767 -0.380
C -0.081 1.317 -0.517
O 0.383 0.439 0.240
N 0.701 1.807 -1.482
H -2.298 1.154 0.043
H -1.770 1.764 -1.449
H 1.683 1.655 -1.708
H 0.386 2.557 -2.101
H -1.748 2.655 0.209
C -0.134 -1.815 1.338
N 1.101 -2.026 0.473
H 1.677 -1.180 0.420
H 0.870 -2.182 -0.501
H 1.760 -2.688 0.890
H 0.185 -0.862 1.915
H -0.252 -2.700 1.989
H -0.945 -1.662 0.622